Entry from OMol25: a cluster of 11 separate species, C50H118N4O11S7 in total (ωB97M-V/def2-TZVPD).

The geometry in ORCA input format:
```
! RIJCOSX wB97M-V def2-TZVPD def2/J DEFGRID3
* xyz 1 2
C 0.20 -4.82 -3.94
S 1.06 -5.25 -5.48
O 2.39 -5.88 -5.02
C 0.00 -6.68 -6.02
H 0.87 -4.18 -3.37
H 0.16 -5.69 -3.28
H -0.75 -4.29 -4.08
H -1.06 -6.52 -5.90
H 0.37 -7.48 -5.38
H 0.32 -6.83 -7.06
C 1.41 -4.49 0.20
S 2.97 -3.62 -0.18
O 2.78 -3.35 -1.73
C 2.52 -2.01 0.68
H 0.64 -3.88 -0.27
H 1.25 -4.60 1.27
H 1.37 -5.46 -0.30
H 2.85 -2.18 1.70
H 1.48 -1.68 0.68
H 3.14 -1.26 0.18
C -4.75 -3.90 -2.67
S -5.92 -4.81 -1.50
O -5.38 -6.21 -1.68
C -5.16 -4.00 -0.02
H -5.18 -4.15 -3.65
H -3.72 -4.24 -2.71
H -4.75 -2.82 -2.55
H -5.45 -4.38 0.96
H -5.42 -2.94 0.03
H -4.09 -4.05 -0.19
C -1.35 1.45 3.57
S -0.02 0.11 3.70
O 0.61 -0.08 2.35
C 0.99 1.30 4.69
H -1.75 1.64 4.56
H -2.17 1.25 2.87
H -0.91 2.41 3.29
H 0.47 1.50 5.62
H 1.17 2.21 4.12
H 1.95 0.88 5.00
C 2.46 -1.69 -5.88
S 4.29 -1.98 -5.68
O 4.91 -0.84 -4.82
C 4.24 -3.52 -4.62
H 1.92 -1.96 -4.97
H 2.05 -2.40 -6.60
H 2.20 -0.73 -6.33
H 5.09 -3.69 -3.97
H 4.16 -4.41 -5.25
H 3.45 -3.52 -3.87
C 0.16 2.27 -9.32
S -0.60 3.18 -7.95
O 0.59 3.71 -7.18
C -1.11 1.77 -6.94
H -0.36 1.36 -9.65
H 1.23 2.14 -9.18
H 0.20 3.06 -10.07
H -1.91 1.26 -7.46
H -1.45 2.19 -5.99
H -0.25 1.11 -6.84
C -1.31 -3.39 -7.46
S -2.68 -4.53 -6.99
O -2.70 -4.37 -5.43
C -4.07 -3.53 -7.64
H -1.58 -2.40 -7.08
H -1.16 -3.17 -8.51
H -0.36 -3.72 -7.06
H -4.13 -2.56 -7.13
H -4.96 -4.08 -7.34
H -3.98 -3.33 -8.71
C 4.09 1.05 2.87
C 4.25 2.52 2.35
C 3.52 3.55 3.21
C 4.05 4.96 3.15
C 5.55 4.84 3.68
C 6.36 4.03 2.67
N 5.70 2.71 2.47
O 6.44 2.05 1.51
C 6.62 4.83 1.35
C 7.73 3.80 3.37
C 3.62 2.79 0.89
H 3.07 0.78 3.16
H 4.73 0.82 3.71
H 4.53 0.33 2.19
H 2.45 3.52 3.01
H 3.74 3.40 4.27
H 3.37 5.55 3.77
H 4.11 5.22 2.09
H 5.52 4.33 4.64
H 5.99 5.81 3.91
H 5.71 4.87 0.74
H 7.02 5.83 1.52
H 7.40 4.31 0.80
H 7.59 3.05 4.14
H 8.47 3.37 2.70
H 8.11 4.70 3.86
H 3.59 3.80 0.50
H 2.68 2.26 0.75
H 4.28 2.21 0.24
H 6.96 1.42 2.04
C -1.05 -3.89 3.38
C -2.42 -4.57 3.94
C -2.25 -5.97 4.49
C -1.42 -6.11 5.84
C -2.18 -5.33 6.92
C -2.51 -3.93 6.49
N -3.00 -3.77 5.05
O -3.49 -2.47 4.71
C -3.55 -3.52 7.50
C -1.22 -3.12 6.72
C -3.48 -4.65 2.83
H -0.75 -4.04 2.34
H -1.13 -2.80 3.37
H -0.25 -4.09 4.09
H -3.25 -6.34 4.73
H -1.72 -6.53 3.72
H -1.38 -7.16 6.15
H -0.37 -5.83 5.79
H -1.49 -5.35 7.76
H -3.06 -5.93 7.17
H -4.18 -2.66 7.28
H -3.30 -3.47 8.56
H -4.29 -4.31 7.58
H -1.23 -2.25 6.06
H -0.33 -3.67 6.40
H -1.16 -2.74 7.73
H -4.33 -5.26 3.14
H -3.71 -3.64 2.50
H -3.15 -5.11 1.90
H -4.40 -2.59 4.44
C -3.08 4.71 0.72
C -2.23 5.95 1.14
C -2.23 6.00 2.67
C -1.30 7.01 3.30
C 0.09 6.85 2.73
C 0.26 6.71 1.17
N -0.81 5.81 0.67
O -0.70 5.49 -0.66
C 0.27 8.12 0.48
C 1.61 5.95 0.98
C -2.91 7.12 0.52
H -3.77 4.26 1.43
H -2.37 3.95 0.39
H -3.84 4.93 -0.03
H -3.26 5.96 3.03
H -1.93 5.06 3.13
H -1.41 7.08 4.39
H -1.65 8.01 3.05
H 0.50 6.02 3.31
H 0.58 7.76 3.06
H 0.22 7.99 -0.61
H -0.58 8.78 0.68
H 1.12 8.68 0.85
H 1.85 5.82 -0.08
H 2.35 6.70 1.27
H 1.68 5.04 1.57
H -2.75 8.07 1.04
H -3.99 6.96 0.54
H -2.65 7.23 -0.54
H -0.53 4.55 -0.59
C -3.22 0.23 -0.75
C -1.92 -0.59 -0.52
C -2.02 -1.78 -1.57
C -1.77 -1.44 -3.03
C -0.34 -0.91 -3.14
C -0.05 0.34 -2.17
N -0.64 0.11 -0.80
O -0.49 1.19 0.06
C 1.47 0.37 -2.05
C -0.56 1.56 -2.89
C -1.97 -1.20 0.90
H -3.35 0.96 0.05
H -4.11 -0.39 -0.63
H -3.31 0.70 -1.73
H -1.27 -2.56 -1.40
H -3.00 -2.24 -1.52
H -2.52 -0.84 -3.54
H -1.91 -2.33 -3.65
H -0.24 -0.55 -4.16
H 0.43 -1.68 -3.03
H 1.86 -0.60 -1.74
H 1.86 0.58 -3.05
H 1.96 1.08 -1.39
H -1.59 1.51 -3.25
H -0.69 2.38 -2.18
H 0.06 1.96 -3.69
H -1.03 -1.71 1.12
H -2.66 -2.04 0.97
H -2.23 -0.42 1.61
H 0.06 0.87 0.79
*
```

Expectation value of S² ... 0.7548
Relative energy (zero: lowest compared OMol25 entry of this formula, charge and spin) ... 0.313 eV
Highest occupied orbital energy (alpha / beta) ... -9.233 / -9.233 eV